Record 1
# C46H122N10O13

A cluster of 10 separate species, C46H122N10O13 in total at a distorted geometry (the ωB97M-V functional and the def2-TZVPD basis, the Open Molecules 2025 dataset).

```
191
Properties=species:S:1:pos:R:3
C 16.928 11.168 4.418
O 15.612 11.689 3.925
C 15.362 13.082 4.075
C 15.264 13.474 5.561
C 14.241 12.744 6.389
N 15.253 14.903 5.727
H 16.719 10.903 5.455
H 17.680 11.947 4.541
H 17.447 10.354 3.913
H 16.187 13.547 3.535
H 14.471 13.382 3.525
H 16.275 13.317 5.938
H 13.813 13.212 7.275
H 14.770 11.891 6.814
H 13.539 12.242 5.723
H 16.212 15.166 5.547
H 14.800 15.367 4.953
C 17.412 8.554 -5.468
O 17.462 8.451 -4.107
C 17.693 9.648 -3.410
C 17.213 9.503 -1.957
C 15.708 9.271 -1.834
N 17.414 10.704 -1.291
H 17.111 7.667 -6.025
H 18.337 8.825 -5.976
H 16.695 9.262 -5.882
H 18.718 10.014 -3.347
H 17.162 10.499 -3.837
H 17.738 8.718 -1.413
H 15.449 8.330 -2.318
H 15.166 10.111 -2.269
H 15.558 9.122 -0.765
H 17.187 10.381 -0.361
H 16.698 11.332 -1.628
C 8.740 8.924 4.156
O 7.611 8.216 3.609
C 7.251 7.010 4.283
C 6.272 6.079 3.589
C 4.992 6.851 3.280
N 5.872 4.993 4.426
H 9.017 9.602 3.349
H 9.575 8.295 4.466
H 8.398 9.582 4.954
H 8.189 6.516 4.537
H 6.779 7.340 5.208
H 6.748 5.696 2.687
H 5.203 7.711 2.645
H 4.605 7.321 4.184
H 4.210 6.259 2.804
H 5.115 5.299 5.022
H 5.454 4.202 3.959
C 22.068 1.688 7.062
O 21.992 3.047 6.768
C 21.771 3.337 5.422
C 21.457 4.871 5.438
C 20.160 5.249 6.145
N 21.417 5.373 4.100
H 21.124 1.159 6.939
H 22.404 1.558 8.091
H 22.828 1.133 6.512
H 22.563 3.199 4.686
H 20.883 2.831 5.041
H 22.248 5.267 6.075
H 20.189 6.315 6.370
H 20.117 4.677 7.072
H 19.243 5.047 5.591
H 22.319 5.239 3.666
H 21.385 6.378 4.200
C 11.051 17.354 2.355
O 12.071 18.001 1.576
C 11.536 18.603 0.403
C 12.555 19.410 -0.391
C 13.063 20.643 0.376
N 11.909 19.903 -1.535
H 10.705 16.369 2.043
H 10.287 18.041 2.720
H 11.442 17.177 3.357
H 11.059 17.891 -0.271
H 10.696 19.248 0.662
H 13.424 18.796 -0.626
H 12.238 21.209 0.808
H 13.655 21.335 -0.223
H 13.710 20.248 1.160
H 11.264 20.637 -1.281
H 12.661 20.298 -2.081
C 23.759 11.469 4.455
O 23.106 11.116 3.208
C 23.983 11.357 2.069
C 23.018 11.237 0.867
C 23.665 11.198 -0.515
N 22.109 12.393 0.921
H 23.205 11.167 5.343
H 23.945 12.537 4.574
H 24.761 11.042 4.490
H 24.501 12.315 2.123
H 24.790 10.632 1.967
H 22.554 10.271 1.064
H 24.263 10.310 -0.721
H 24.293 12.026 -0.845
H 22.939 11.321 -1.318
H 21.353 11.942 0.426
H 21.827 12.366 1.890
C 16.882 10.156 10.994
O 17.912 11.018 10.574
C 17.550 12.397 10.709
C 18.438 13.374 9.866
C 19.924 13.465 10.292
N 17.944 14.743 9.815
H 16.570 10.419 12.005
H 17.137 9.096 10.975
H 15.950 10.201 10.430
H 16.585 12.554 10.227
H 17.525 12.790 11.725
H 18.487 12.951 8.863
H 19.952 13.639 11.368
H 20.436 14.185 9.653
H 20.328 12.478 10.066
H 17.708 15.072 10.741
H 17.108 14.715 9.250
C 10.206 10.279 12.786
O 9.512 9.355 11.998
C 8.574 9.981 11.173
C 7.518 8.887 10.844
N 6.640 8.705 11.932
C 5.788 7.543 11.708
C 5.054 7.057 12.948
O 5.858 7.111 14.152
C 5.177 6.554 15.335
H 9.558 10.971 13.324
H 10.784 10.894 12.095
H 10.898 9.800 13.479
H 9.107 10.347 10.295
H 8.141 10.883 11.606
H 8.028 7.990 10.489
H 6.949 9.256 9.991
H 7.198 8.415 12.722
H 6.432 6.718 11.406
H 5.228 7.645 10.779
H 4.652 6.074 12.705
H 4.162 7.667 13.092
H 5.736 6.638 16.267
H 5.032 5.474 15.328
H 4.159 6.939 15.394
C 15.163 22.453 7.772
O 15.582 23.393 6.867
C 14.606 24.341 6.560
C 15.054 25.265 5.315
N 16.302 25.989 5.468
C 16.016 27.339 5.923
C 17.314 28.075 6.034
O 17.890 27.679 7.289
C 19.096 28.397 7.581
H 16.006 21.809 8.023
H 14.470 21.751 7.309
H 14.744 22.881 8.683
H 14.338 24.956 7.419
H 13.802 23.779 6.083
H 14.299 25.885 4.831
H 15.123 24.574 4.475
H 16.824 25.494 6.177
H 15.371 27.467 6.792
H 15.426 27.721 5.089
H 17.192 29.157 5.984
H 17.949 27.850 5.177
H 19.022 29.447 7.298
H 19.917 28.013 6.976
H 19.442 28.293 8.609
C 20.272 16.614 3.316
O 19.173 16.392 2.445
C 18.701 17.546 1.767
C 18.007 17.184 0.425
N 19.045 16.554 -0.482
C 18.562 16.407 -1.848
C 19.554 15.584 -2.728
O 19.154 15.620 -4.080
C 19.872 14.680 -4.992
H 20.156 17.354 4.108
H 21.093 16.859 2.642
H 20.508 15.612 3.673
H 19.601 18.123 1.558
H 18.014 18.081 2.424
H 17.742 18.129 -0.050
H 17.123 16.549 0.469
H 19.375 15.703 -0.050
H 18.690 17.362 -2.357
H 17.551 16.004 -1.892
H 19.443 14.599 -2.276
H 20.569 15.982 -2.726
H 19.453 13.697 -5.209
H 20.864 14.541 -4.562
H 20.049 15.158 -5.956
```

## Properties
Lowest unoccupied orbital energy in eV: 0.226
Strongest force on any atom in eV Å⁻¹: 2.9
Relative energy (zero: lowest compared OMol25 entry of this formula, charge and spin) in kJ/mol: 724.8
Electronic energy in eV: -91184.6678
HOMO-LUMO gap in eV: 8.87

Mulliken population analysis, charges in e, atoms 1 to 99: number 1, C, carries -0.77; number 2, O, carries -0.40; number 3, C, carries -0.79; number 4, C, carries 0.90; number 5, C, carries -1.34; number 6, N, carries -0.76; number 7, H, carries 0.26; number 8, H, carries 0.30; number 9, H, carries 0.29; number 10, H, carries 0.39; number 11, H, carries 0.35; number 12, H, carries 0.09; number 13, H, carries 0.43; number 14, H, carries 0.26; number 15, H, carries 0.30; number 16, H, carries 0.26; number 17, H, carries 0.24; number 18, C, carries -0.86; number 19, O, carries -0.31; number 20, C, carries -0.83; number 21, C, carries 0.25; number 22, C, carries -1.34; number 23, N, carries -0.60; number 24, H, carries 0.30; number 25, H, carries 0.33; number 26, H, carries 0.35; number 27, H, carries 0.42; number 28, H, carries 0.29; number 29, H, carries 0.38; number 30, H, carries 0.31; number 31, H, carries 0.39; number 32, H, carries 0.42; number 33, H, carries 0.24; number 34, H, carries 0.29; number 35, C, carries -0.71; number 36, O, carries -0.31; number 37, C, carries -0.65; number 38, C, carries 0.45; number 39, C, carries -1.43; number 40, N, carries -0.72; number 41, H, carries 0.23; number 42, H, carries 0.31; number 43, H, carries 0.28; number 44, H, carries 0.34; number 45, H, carries 0.23; number 46, H, carries 0.34; number 47, H, carries 0.34; number 48, H, carries 0.36; number 49, H, carries 0.38; number 50, H, carries 0.29; number 51, H, carries 0.27; number 52, C, carries -0.80; number 53, O, carries -0.29; number 54, C, carries -0.63; number 55, C, carries 0.50; number 56, C, carries -1.41; number 57, N, carries -0.73; number 58, H, carries 0.32; number 59, H, carries 0.26; number 60, H, carries 0.32; number 61, H, carries 0.33; number 62, H, carries 0.32; number 63, H, carries 0.24; number 64, H, carries 0.35; number 65, H, carries 0.33; number 66, H, carries 0.35; number 67, H, carries 0.26; number 68, H, carries 0.27; number 69, C, carries -0.84; number 70, O, carries -0.24; number 71, C, carries -0.79; number 72, C, carries 0.40; number 73, C, carries -1.40; number 74, N, carries -0.72; number 75, H, carries 0.32; number 76, H, carries 0.35; number 77, H, carries 0.28; number 78, H, carries 0.39; number 79, H, carries 0.30; number 80, H, carries 0.33; number 81, H, carries 0.33; number 82, H, carries 0.44; number 83, H, carries 0.30; number 84, H, carries 0.28; number 85, H, carries 0.29; number 86, C, carries -0.80; number 87, O, carries -0.26; number 88, C, carries -0.84; number 89, C, carries 0.60; number 90, C, carries -1.41; number 91, N, carries -0.76; number 92, H, carries 0.26; number 93, H, carries 0.32; number 94, H, carries 0.32; number 95, H, carries 0.39; number 96, H, carries 0.40; number 97, H, carries 0.19; number 98, H, carries 0.38; number 99, H, carries 0.34

=====

Record 2
# C20H57N5O6

A cluster of 6 separate species, C20H57N5O6 in total at a distorted geometry (the ωB97M-V functional and the def2-TZVPD basis, the Open Molecules 2025 dataset).

```
88
Properties=species:S:1:pos:R:3
C 0.825 -2.722 2.874
C 0.199 -3.060 1.531
C 1.143 -2.877 0.287
O 1.095 -1.535 -0.105
C 2.345 -0.938 0.142
N -0.181 -4.429 1.664
H -0.010 -2.539 3.551
H 1.460 -1.848 2.730
H 1.443 -3.513 3.297
H -0.541 -2.267 1.433
H 0.871 -3.579 -0.502
H 2.123 -3.167 0.667
H 2.733 -1.076 1.151
H 2.075 0.110 0.010
H 3.058 -1.299 -0.600
H -0.836 -4.617 0.919
H 0.591 -5.057 1.494
C 1.999 -4.525 -5.314
C 2.008 -3.129 -4.675
C 0.863 -2.306 -5.293
O 0.742 -1.054 -4.619
C -0.267 -0.208 -5.069
N 1.791 -3.291 -3.233
H 1.997 -4.502 -6.404
H 1.094 -5.053 -5.012
H 2.897 -5.104 -5.096
H 2.974 -2.671 -4.890
H -0.085 -2.813 -5.108
H 1.027 -2.195 -6.364
H -0.440 0.641 -4.406
H -1.219 -0.739 -5.068
H 0.027 0.074 -6.080
H 1.222 -2.533 -2.884
H 1.211 -4.094 -3.038
C 2.145 4.042 0.249
C 1.841 5.443 0.838
C 2.175 5.791 2.305
O 1.203 5.171 3.125
C 1.245 5.346 4.529
N 2.732 6.362 0.025
H 1.401 3.692 -0.467
H 2.272 3.317 1.053
H 3.152 3.880 -0.136
H 0.802 5.597 0.547
H 2.246 6.793 2.728
H 3.119 5.306 2.552
H 1.093 6.409 4.720
H 2.262 5.098 4.831
H 0.520 4.719 5.047
H 3.633 5.923 -0.104
H 3.069 7.195 0.486
C 0.335 1.171 1.760
C -0.515 0.872 3.025
C -0.295 1.931 4.070
O -0.942 1.636 5.350
C -1.803 2.700 5.772
N -1.893 0.760 2.654
H 0.150 0.513 0.911
H 1.398 1.357 1.917
H 0.059 2.160 1.393
H -0.203 -0.050 3.514
H -0.611 2.919 3.733
H 0.782 1.881 4.232
H -2.736 2.826 5.222
H -1.334 3.680 5.853
H -2.220 2.502 6.759
H -2.517 0.328 3.320
H -2.294 1.651 2.399
C -4.560 -1.138 0.153
C -3.284 -1.759 -0.573
C -3.605 -2.071 -1.984
O -2.676 -3.022 -2.661
C -2.883 -3.497 -4.035
N -2.174 -0.843 -0.372
H -5.504 -1.678 0.076
H -4.798 -0.226 -0.393
H -4.449 -0.802 1.184
H -2.901 -2.632 -0.043
H -3.541 -1.190 -2.621
H -4.658 -2.346 -2.049
H -2.286 -4.257 -4.538
H -2.774 -2.663 -4.729
H -3.921 -3.818 -4.117
H -1.351 -1.411 -0.228
H -2.289 -0.245 0.433
O 0.475 1.199 -1.723
H 0.072 0.419 -1.340
H 0.599 0.976 -2.645
```

## Properties
Lowest unoccupied orbital energy (alpha / beta) in eV: 2.414 / 2.520
Strongest force on any atom in eV Å⁻¹: 3.3
Relative energy (zero: lowest compared OMol25 entry of this formula, charge and spin) in kJ/mol: 104.4
Electronic energy in eV: -41393.3347
Net charge: -1
Multiplicity: 2
HOMO-LUMO gap (alpha / beta) in eV: 1.28 / 9.05

From a Mulliken analysis of the wavefunction, the atomic charges in e read: number 1, C, carries -1.42; number 2, C, carries 1.30; number 3, C, carries -1.04; number 4, O, carries 0.73; number 5, C, carries -1.20; number 6, N, carries -0.69; number 7, H, carries 0.26; number 8, H, carries 0.21; number 9, H, carries 0.49; number 10, H, carries -0.29; number 11, H, carries -0.09; number 12, H, carries 0.38; number 13, H, carries 0.46; number 14, H, carries 0.02; number 15, H, carries 0.36; number 16, H, carries 0.30; number 17, H, carries 0.43; number 18, C, carries -1.88; number 19, C, carries 0.50; number 20, C, carries -0.51; number 21, O, carries 0.00; number 22, C, carries -0.82; number 23, N, carries -0.56; number 24, H, carries 0.51; number 25, H, carries 0.43; number 26, H, carries 0.31; number 27, H, carries 0.26; number 28, H, carries -0.04; number 29, H, carries 0.55; number 30, H, carries 0.19; number 31, H, carries 0.05; number 32, H, carries 0.37; number 33, H, carries 0.19; number 34, H, carries 0.27; number 35, C, carries -1.11; number 36, C, carries 0.93; number 37, C, carries -1.09; number 38, O, carries 0.06; number 39, C, carries -0.72; number 40, N, carries -0.77; number 41, H, carries 0.15; number 42, H, carries 0.11; number 43, H, carries 0.40; number 44, H, carries 0.24; number 45, H, carries 0.43; number 46, H, carries 0.22; number 47, H, carries 0.36; number 48, H, carries 0.39; number 49, H, carries -0.19; number 50, H, carries 0.29; number 51, H, carries 0.26; number 52, C, carries -0.63; number 53, C, carries 0.74; number 54, C, carries -0.79; number 55, O, carries -0.14; number 56, C, carries -0.95; number 57, N, carries -0.32; number 58, H, carries -0.75; number 59, H, carries 0.67; number 60, H, carries 0.36; number 61, H, carries -0.33; number 62, H, carries 0.35; number 63, H, carries 0.21; number 64, H, carries 0.32; number 65, H, carries 0.15; number 66, H, carries 0.36; number 67, H, carries 0.25; number 68, H, carries 0.31; number 69, C, carries -1.93; number 70, C, carries 1.66; number 71, C, carries -1.24; number 72, O, carries 0.90; number 73, C, carries -2.76; number 74, N, carries -0.47; number 75, H, carries 0.55; number 76, H, carries 0.34; number 77, H, carries 0.39; number 78, H, carries 0.04; number 79, H, carries 0.31; number 80, H, carries 0.14; number 81, H, carries 0.29; number 82, H, carries 0.54; number 83, H, carries 0.56; number 84, H, carries -0.32; number 85, H, carries 0.24; number 86, O, carries -0.50; number 87, H, carries 0.31; number 88, H, carries 0.15

=====

Record 3
# C5H7ClO

A structure of composition C5H7ClO at a distorted geometry (the ωB97M-V functional and the def2-TZVPD basis, the Open Molecules 2025 dataset).

```
14
Properties=species:S:1:pos:R:3
C -1.815 -0.336 0.126
C -1.093 -1.203 -0.666
C 2.067 1.112 1.489
C 0.997 0.350 0.958
C -0.061 -0.610 -1.394
O 1.943 -0.341 1.621
Cl -0.444 0.477 1.848
H -2.622 -0.817 0.650
H -1.950 0.752 -0.150
H -1.317 -2.303 -0.602
H 2.906 1.208 0.797
H 2.123 1.607 2.446
H 0.744 -1.271 -1.883
H 0.193 0.496 -1.436
```

## Properties
Lowest unoccupied orbital energy (alpha / beta) in eV: -0.484 / -0.171
Strongest force on any atom in eV Å⁻¹: 3.2
Relative energy (zero: lowest compared OMol25 entry of this formula, charge and spin) in kJ/mol: 590.3
Electronic energy in eV: -19861.8339
HOMO-LUMO gap (alpha / beta) in eV: 6.89 / 7.96

From a Mulliken analysis of the wavefunction, the atomic charges in e read: number 1, C, carries -0.84; number 2, C, carries 0.19; number 3, C, carries -0.41; number 4, C, carries 0.36; number 5, C, carries -0.70; number 6, O, carries -0.41; number 7, Cl, carries -0.14; number 8, H, carries 0.35; number 9, H, carries 0.33; number 10, H, carries 0.28; number 11, H, carries 0.19; number 12, H, carries 0.25; number 13, H, carries 0.23; number 14, H, carries 0.32

=====

- relative energy (zero: lowest compared OMol25 entry of this formula, charge and spin) of number 2 (C20H57N5O6)?
  104.4 kJ/mol

=====

- The highest relative energy (zero: lowest compared OMol25 entry of this formula, charge and spin) belongs to which entry?
  C46H122N10O13

=====

- Look up the electronic energy of the first one.
  -91184.6678 eV

=====

- Look up the relative energy (zero: lowest compared OMol25 entry of this formula, charge and spin) of the third one.
  590.3 kJ/mol